A cluster of 2 separate species, C53H64F2N3O2 in total in a non-equilibrium geometry, computed with ωB97M-V/def2-TZVPD.

## Properties
- net charge = +1
- frontier orbital gap (hartree) = 0.1401
- total energy (eV) = -69989.7339
- maximum force (eV Å⁻¹) = 3.25

Atoms and positions in Å:
C (-1.36327, 2.90794, -0.61820)
C (-1.38411, 4.42242, -0.45357)
C (-0.77707, 5.00373, -1.73774)
C (-2.81876, 4.94763, -0.40546)
C (-0.58061, 4.88232, 0.81428)
C (0.61776, 5.56581, 0.58304)
C (1.11785, 6.46238, 1.51862)
C (0.49229, 6.54899, 2.75189)
C (-0.43540, 5.59298, 3.16254)
C (-0.70725, 5.63123, 4.70820)
C (-1.19386, 4.31096, 5.26661)
C (-1.69901, 6.75949, 5.03064)
C (0.59261, 5.92230, 5.48261)
C (-1.01938, 4.74734, 2.16755)
N (-2.10104, 3.84330, 2.50978)
C (-3.39093, 4.34562, 2.99148)
C (-4.07393, 3.12458, 3.55617)
N (-3.27572, 1.99460, 3.05720)
C (-3.85275, 0.66135, 3.15620)
C (-4.90221, 0.28426, 2.25761)
C (-5.56376, 1.12710, 1.11170)
C (-5.97004, 0.21376, -0.06202)
C (-4.64818, 2.17436, 0.50717)
C (-6.85305, 1.77530, 1.64028)
C (-5.49859, -0.96483, 2.41942)
C (-5.02963, -1.89429, 3.32703)
C (-4.09038, -1.49306, 4.25515)
C (-3.52957, -0.21575, 4.23418)
C (-2.70871, 0.08865, 5.52577)
C (-1.85161, -1.12679, 5.91950)
C (-3.69497, 0.37365, 6.66920)
C (-1.76918, 1.25581, 5.37016)
C (-2.07466, 2.45884, 2.55023)
C (-0.92490, 1.74255, 2.19875)
C (-0.79607, 0.31701, 2.18293)
C (-1.75231, -0.55663, 1.59185)
C (-1.61023, -1.92706, 1.68489)
C (-0.47267, -2.46452, 2.33760)
N (-0.43775, -3.84400, 2.66517)
O (0.59786, -4.29979, 3.20992)
O (-1.43152, -4.56614, 2.42742)
C (0.54992, -1.62035, 2.82213)
C (0.38399, -0.25010, 2.74617)
H (-1.87767, 2.41033, 0.20674)
H (-1.86040, 2.61097, -1.55397)
H (-0.33518, 2.52345, -0.63389)
H (-0.71742, 6.09657, -1.68587)
H (0.21884, 4.59509, -1.93697)
H (-1.41233, 4.74891, -2.59632)
H (-2.82333, 6.04597, -0.39554)
H (-3.38128, 4.60646, -1.28571)
H (-3.34617, 4.60473, 0.48310)
H (1.13488, 5.47438, -0.37421)
H (1.95714, 7.11312, 1.27750)
H (0.78361, 7.34586, 3.43738)
H (-0.47573, 3.50683, 5.07058)
H (-1.34338, 4.38677, 6.35472)
H (-2.15752, 4.03334, 4.85085)
H (-1.22052, 7.73960, 4.91568)
H (-2.57540, 6.75118, 4.37429)
H (-2.05066, 6.67386, 6.06790)
H (0.95218, 6.94586, 5.34098)
H (0.42599, 5.79407, 6.56047)
H (1.39037, 5.23115, 5.18697)
H (-3.24491, 5.14835, 3.71937)
H (-3.97284, 4.79641, 2.17270)
H (-4.07904, 3.11179, 4.66026)
H (-5.11913, 3.03496, 3.23606)
H (-6.82622, -0.42318, 0.18198)
H (-6.27111, 0.81976, -0.92610)
H (-5.13493, -0.42538, -0.37465)
H (-4.26205, 2.85852, 1.25584)
H (-3.79821, 1.71842, -0.01420)
H (-5.20022, 2.79350, -0.21835)
H (-6.69153, 2.36880, 2.54588)
H (-7.28430, 2.43444, 0.87501)
H (-7.59520, 1.00485, 1.88182)
H (-6.35989, -1.24434, 1.81384)
H (-5.43132, -2.90778, 3.34761)
H (-3.82617, -2.19504, 5.04766)
H (-1.33158, -1.54519, 5.04906)
H (-1.09285, -0.83693, 6.65716)
H (-2.45594, -1.91553, 6.37957)
H (-4.33443, 1.23599, 6.44152)
H (-4.34254, -0.49357, 6.84321)
H (-3.15077, 0.58563, 7.59849)
H (-2.32945, 2.14802, 5.11262)
H (-1.23766, 1.45996, 6.31171)
H (-1.02462, 1.08073, 4.58543)
H (-0.03137, 2.34316, 2.03482)
H (-2.61093, -0.13015, 1.06182)
H (-2.37292, -2.61765, 1.31769)
H (1.41459, -2.07618, 3.30900)
H (1.14810, 0.41760, 3.14658)
C (-1.80923, -1.04859, -5.21975)
C (-0.92017, -1.13537, -4.04281)
C (0.32727, -1.75539, -4.13947)
F (0.70146, -2.28523, -5.35124)
C (1.18201, -1.89324, -3.07250)
C (0.85721, -1.27961, -1.81542)
C (1.70282, -1.33599, -0.68545)
C (3.04481, -1.80260, -0.69641)
C (3.88993, -1.68253, -1.84595)
C (5.20182, -2.07599, -1.78628)
F (5.96100, -2.01464, -2.92879)
C (5.79595, -2.57985, -0.63023)
C (7.23301, -2.93012, -0.62847)
C (4.97123, -2.75384, 0.49305)
C (3.64053, -2.40162, 0.45564)
C (-0.41992, -0.65383, -1.72639)
C (-1.28457, -0.60194, -2.79406)
H (-2.82157, -0.80888, -4.89653)
H (-1.48279, -0.25810, -5.90100)
H (-1.82782, -1.98647, -5.77802)
H (2.09070, -2.47768, -3.17882)
H (1.27670, -1.04480, 0.28035)
H (3.50249, -1.24434, -2.76063)
H (7.57381, -3.07635, 0.39883)
H (7.45139, -3.84722, -1.18999)
H (7.81315, -2.11804, -1.07825)
H (5.40151, -3.19446, 1.39270)
H (2.99700, -2.58648, 1.31808)
H (-0.71223, -0.21743, -0.76868)
H (-2.27438, -0.15160, -2.68237)


A cluster of 5 separate species, C53H64N4O14S in total in a non-equilibrium geometry, computed with ωB97M-V/def2-TZVPD.

## Properties
- SMILES = CCOCCC1=CC(=O)c2c(CCCCCCCCOC)cc(S(C)(=O)=O)c(CCC(C)C)c2C1=O.O=[N+]([O-])c1ccccc1.O=[N+]([O-])c1ccccc1.O=[N+]([O-])c1ccccc1.O=[N+]([O-])c1ccccc1
- frontier orbital gap (hartree) = 0.3037
- total energy (eV) = -101446.3572
- maximum force (eV Å⁻¹) = 2.31

Atoms and positions in Å:
C (7.02803, -1.67632, -1.68981)
C (5.56003, -1.88243, -1.23843)
O (4.88476, -0.65196, -1.22540)
C (3.58276, -0.75673, -0.68188)
C (3.59740, -0.94639, 0.86378)
C (3.04651, 0.22850, 1.63844)
C (3.80594, 1.29973, 1.85338)
C (3.35574, 2.48739, 2.64599)
O (4.21607, 3.24748, 3.05173)
C (1.87691, 2.61712, 2.91244)
C (1.33902, 3.81421, 3.36164)
C (2.09082, 5.11510, 3.59070)
C (1.80394, 6.08703, 2.39005)
C (3.04848, 6.74916, 1.77114)
C (3.84442, 5.70861, 0.93914)
C (4.76659, 6.40294, -0.13166)
C (6.24857, 5.99197, 0.14317)
C (6.90841, 7.00775, 1.12569)
C (7.40163, 6.39883, 2.45231)
O (6.70404, 5.21667, 2.81725)
C (6.41859, 5.20381, 4.20046)
C (-0.01826, 3.84979, 3.62270)
C (-0.85312, 2.78521, 3.42716)
S (-2.57667, 3.07161, 3.85103)
C (-2.79108, 2.49464, 5.53184)
O (-3.51974, 2.50397, 2.92885)
O (-2.73112, 4.50712, 3.90070)
C (-0.33698, 1.57636, 2.93159)
C (-1.29558, 0.42485, 2.67849)
C (-1.46012, 0.03074, 1.18210)
C (-1.35658, 1.18351, 0.15495)
C (-1.11790, 0.49657, -1.23177)
C (-2.66954, 1.99813, 0.00025)
C (1.02588, 1.50533, 2.70107)
C (1.64643, 0.21858, 2.19574)
O (1.07614, -0.86013, 2.24243)
H (7.19713, -0.64928, -2.02844)
H (7.28449, -2.34236, -2.52166)
H (7.71757, -1.91656, -0.87344)
H (5.61554, -2.35669, -0.24455)
H (5.11237, -2.63001, -1.91345)
H (2.96467, 0.10126, -0.95755)
H (3.12940, -1.66902, -1.10783)
H (4.65158, -1.04272, 1.15672)
H (3.12717, -1.88018, 1.19087)
H (4.82540, 1.32050, 1.46557)
H (3.14486, 4.99458, 3.83277)
H (1.62585, 5.57530, 4.47451)
H (1.15189, 6.89311, 2.76122)
H (1.19202, 5.55085, 1.65399)
H (2.69591, 7.50101, 1.04884)
H (3.65832, 7.23655, 2.53980)
H (3.18947, 4.97312, 0.45634)
H (4.50786, 5.18598, 1.63551)
H (4.51147, 5.95399, -1.10082)
H (4.64176, 7.48816, -0.12496)
H (6.31767, 4.95221, 0.46948)
H (6.75981, 6.05765, -0.82826)
H (7.76908, 7.44442, 0.60238)
H (6.20856, 7.82664, 1.32248)
H (7.20458, 7.14794, 3.23939)
H (8.49340, 6.25171, 2.46846)
H (5.64461, 5.94400, 4.46744)
H (6.02879, 4.22108, 4.48130)
H (7.32180, 5.41202, 4.79419)
H (-0.45183, 4.78443, 3.97636)
H (-2.31604, 3.24156, 6.17705)
H (-2.30950, 1.53200, 5.72804)
H (-3.86642, 2.49743, 5.72748)
H (-2.26901, 0.56601, 3.14946)
H (-0.86263, -0.45328, 3.17581)
H (-2.47668, -0.37729, 1.07974)
H (-0.78112, -0.76534, 0.86781)
H (-0.49702, 1.85058, 0.29777)
H (-0.82597, 1.27012, -1.95242)
H (-0.24792, -0.16090, -1.10134)
H (-2.00823, -0.05767, -1.54323)
H (-2.63534, 2.96022, 0.52412)
H (-3.54997, 1.45436, 0.35346)
H (-2.80013, 2.25069, -1.06117)
C (-4.54339, -4.41670, -4.78967)
C (-3.64297, -3.40535, -5.10764)
C (-2.62812, -3.07419, -4.22475)
C (-2.51967, -3.76239, -3.03205)
C (-3.41037, -4.76629, -2.69505)
C (-4.42670, -5.09206, -3.57997)
N (-1.42691, -3.42316, -2.11317)
O (-0.67471, -2.52360, -2.43950)
O (-1.33070, -4.05893, -1.08200)
H (-5.32805, -4.67361, -5.48173)
H (-3.73143, -2.87649, -6.04787)
H (-1.93316, -2.28729, -4.47700)
H (-3.32221, -5.29696, -1.75789)
H (-5.12363, -5.87446, -3.32813)
C (0.90541, 1.33810, -5.75153)
C (0.44328, 0.05859, -5.47286)
C (-0.34657, -0.60756, -6.39599)
C (-0.66204, 0.01449, -7.59020)
C (-0.21466, 1.29163, -7.87875)
C (0.57343, 1.95507, -6.95117)
N (-1.48119, -0.70273, -8.57730)
O (-1.87520, -1.81480, -8.28242)
O (-1.71566, -0.14482, -9.62954)
H (1.52699, 1.85590, -5.03196)
H (0.70040, -0.42129, -4.53729)
H (-0.70165, -1.60316, -6.17376)
H (-0.46902, 1.77303, -8.81200)
H (0.93217, 2.95297, -7.16476)
C (-10.92840, -8.66476, -3.64769)
C (-10.83501, -7.31067, -3.94133)
C (-9.60165, -6.74502, -4.22126)
C (-8.47453, -7.54819, -4.20709)
C (-8.55109, -8.89767, -3.90934)
C (-9.78733, -9.45611, -3.62776)
N (-7.16931, -6.95736, -4.52666)
O (-7.13076, -5.76388, -4.76588)
O (-6.20210, -7.69197, -4.53776)
H (-11.89409, -9.10517, -3.43456)
H (-11.72498, -6.69614, -3.95482)
H (-9.53188, -5.69119, -4.44936)
H (-7.66529, -9.51632, -3.89612)
H (-9.86241, -10.50991, -3.39599)
C (-0.12522, -3.65051, 4.13507)
C (-0.72372, -4.89720, 4.25959)
C (-1.38916, -5.23373, 5.42829)
C (-1.44944, -4.31124, 6.45839)
C (-0.85125, -3.06782, 6.35068)
C (-0.18525, -2.73897, 5.18066)
N (-2.17459, -4.65475, 7.68950)
O (-2.67266, -5.76012, 7.76201)
O (-2.23669, -3.81137, 8.56229)
H (0.38970, -3.38565, 3.21969)
H (-0.67443, -5.60583, 3.44380)
H (-1.85434, -6.20432, 5.52291)
H (-0.89909, -2.35557, 7.16189)
H (0.28551, -1.76946, 5.08039)


total energy of number 2 (C53H64N4O14S)?
-101446.3572 eV